# C3H3Br

2 unconnected molecules or ions with the total composition C3H3Br (ωB97M-V with the def2-TZVPD basis set, the Open Molecules 2025 dataset).

gap between HOMO and LUMO (spin up / spin down): 6.44 / 5.26 eV
E_HOMO (spin up / spin down): -9.177 / -8.562 eV
LUMO energy (spin up / spin down): -2.74 / -3.30 eV
energy: -73195.244 eV
ΔE to the lowest compared entry with this formula, charge and spin: 109.2 kcal/mol
largest force on an atom: 0.0861 Eh/bohr
total charge: 0
2S+1: 1

Each line ends with the natural charge from an NBO analysis.
Positions of all 7 atoms, in Å:
C  0.102220  0.936813  -0.818800  -0.197
C  -0.402897  -0.047558  -1.431864  0.170
C  -0.052633  -0.639159  -0.095657  -0.261
Br  -0.551819  -1.508545  -4.338727  -0.378
H  0.776533  1.691844  -0.534654  0.262
H  0.959380  -0.957991  0.028812  0.200
H  -0.727637  -1.010401  0.575351  0.204

Forces on atoms 1 to 3 (eV/Å):
-0.7 -1.4 -0.2
0.6 -0.9 0.9
1.6 1.6 -3.8